{"formula": "C35H66O13", "method": "wB97M-V/def2-TZVPD", "species": ["C", "O", "C", "O", "O", "C", "H", "H", "H", "H", "H", "H", "O", "C", "C", "C", "C", "O", "H", "H", "H", "H", "H", "H", "O", "C", "C", "C", "C", "O", "H", "H", "H", "H", "H", "H", "C", "C", "C", "O", "C", "H", "H", "H", "H", "H", "H", "H", "H", "C", "C", "C", "O", "C", "H", "H", "H", "H", "H", "H", "H", "H", "C", "C", "C", "O", "C", "H", "H", "H", "H", "H", "H", "H", "H", "C", "C", "C", "O", "C", "H", "H", "H", "H", "H", "H", "H", "H", "C", "C", "C", "O", "C", "H", "H", "H", "H", "H", "H", "H", "H", "C", "C", "C", "O", "C", "H", "H", "H", "H", "H", "H", "H", "H"], "positions_angstrom": [[13.065, -6.419, -11.318], [14.431, -6.253, -11.619], [14.772, -5.091, -12.180], [14.031, -4.151, -12.320], [16.042, -5.168, -12.531], [16.556, -4.097, -13.318], [12.750, -5.796, -10.476], [12.870, -7.451, -11.044], [12.446, -6.102, -12.161], [17.547, -3.877, -12.935], [15.908, -3.223, -13.281], [16.606, -4.391, -14.367], [18.003, -8.508, -13.187], [16.966, -8.924, -12.783], [16.003, -9.853, -13.494], [14.807, -9.857, -12.579], [15.358, -9.414, -11.232], [16.473, -8.596, -11.564], [15.811, -9.511, -14.503], [16.516, -10.818, -13.482], [13.989, -9.210, -12.913], [14.285, -10.821, -12.581], [14.647, -8.857, -10.633], [15.753, -10.249, -10.646], [10.070, -7.449, -15.291], [10.001, -6.385, -14.754], [8.753, -5.608, -14.392], [9.271, -4.542, -13.413], [10.759, -4.454, -13.736], [11.100, -5.739, -14.304], [8.322, -5.138, -15.278], [7.982, -6.217, -13.932], [8.732, -3.596, -13.469], [9.138, -4.859, -12.377], [11.031, -3.676, -14.452], [11.405, -4.312, -12.870], [12.117, -10.614, -15.298], [13.321, -11.023, -16.159], [12.733, -11.149, -17.573], [11.349, -11.443, -17.413], [10.893, -10.912, -16.186], [12.183, -9.548, -15.078], [12.033, -11.169, -14.364], [13.766, -11.975, -15.859], [14.132, -10.294, -16.139], [13.182, -11.939, -18.170], [12.840, -10.190, -18.100], [10.193, -11.613, -15.720], [10.281, -10.012, -16.334], [11.693, -8.392, -7.887], [10.196, -8.417, -7.583], [10.011, -9.691, -6.734], [11.302, -10.231, -6.473], [12.292, -9.248, -6.780], [12.053, -7.362, -7.804], [11.961, -8.768, -8.872], [9.583, -8.444, -8.481], [9.871, -7.571, -6.979], [9.366, -10.465, -7.163], [9.488, -9.465, -5.789], [13.174, -9.815, -7.096], [12.588, -8.742, -5.855], [10.363, -9.403, -11.739], [11.349, -10.496, -12.150], [10.397, -11.678, -12.289], [9.137, -11.114, -12.696], [9.250, -9.698, -12.742], [10.738, -8.379, -11.785], [9.983, -9.628, -10.740], [12.128, -10.723, -11.421], [11.835, -10.223, -13.087], [10.310, -12.292, -11.391], [10.739, -12.357, -13.079], [8.321, -9.249, -12.388], [9.514, -9.381, -13.753], [10.331, -14.383, -7.060], [9.563, -14.041, -8.337], [9.348, -15.447, -8.922], [9.113, -16.307, -7.797], [9.703, -15.737, -6.613], [10.181, -13.687, -6.233], [11.397, -14.515, -7.228], [10.244, -13.508, -9.005], [8.607, -13.558, -8.165], [10.224, -15.804, -9.471], [8.450, -15.489, -9.537], [10.473, -16.431, -6.282], [8.898, -15.542, -5.906], [9.391, -3.042, -9.064], [10.640, -3.769, -9.564], [10.146, -5.206, -9.434], [8.836, -5.173, -9.996], [8.329, -3.835, -9.844], [9.379, -1.975, -9.272], [9.293, -3.209, -7.992], [11.537, -3.626, -8.957], [10.870, -3.535, -10.603], [10.133, -5.573, -8.403], [10.763, -5.884, -10.029], [7.396, -3.864, -9.277], [8.191, -3.429, -10.847], [14.015, -14.607, -9.099], [13.781, -13.197, -8.509], [13.203, -12.391, -9.664], [12.672, -13.332, -10.583], [13.460, -14.527, -10.514], [13.508, -15.391, -8.531], [15.061, -14.915, -9.068], [14.742, -12.811, -8.164], [13.120, -13.267, -7.651], [13.926, -11.706, -10.130], [12.363, -11.779, -9.321], [14.250, -14.483, -11.277], [12.799, -15.341, -10.811]], "spin_multiplicity": 1, "homo_ev": -9.191, "lumo_ha": 0.016, "homo_lumo_gap_ev": 9.64, "total_energy_ha": -2351.228948, "max_force_ha_per_bohr": 0.0337}

---

{"formula": "C35H68BIN2O11", "method": "wB97M-V/def2-TZVPD", "species": ["C", "C", "C", "I", "C", "O", "C", "C", "N", "C", "C", "C", "C", "N", "C", "C", "C", "C", "O", "B", "O", "O", "H", "H", "H", "H", "H", "H", "H", "H", "H", "H", "H", "H", "H", "H", "H", "H", "H", "H", "H", "H", "H", "H", "H", "H", "H", "H", "C", "C", "C", "O", "H", "H", "H", "H", "H", "H", "C", "C", "C", "O", "H", "H", "H", "H", "H", "H", "C", "C", "C", "O", "H", "H", "H", "H", "H", "H", "C", "C", "C", "O", "H", "H", "H", "H", "H", "H", "C", "C", "C", "O", "H", "H", "H", "H", "H", "H", "C", "C", "C", "O", "H", "H", "H", "H", "H", "H", "C", "C", "C", "O", "H", "H", "H", "H", "H", "H"], "positions_angstrom": [[2.884, -2.075, 5.010], [1.411, -2.149, 4.348], [1.113, -0.690, 3.714], [0.790, 0.848, 5.253], [-0.020, -0.699, 2.567], [-0.508, 0.646, 2.354], [0.350, 1.387, 1.437], [-0.442, 2.785, 1.141], [-1.540, 2.450, 0.164], [0.529, 3.966, 0.639], [0.060, 5.316, 1.416], [1.081, 5.774, 2.576], [0.658, 5.143, 4.025], [1.934, 4.799, 4.714], [2.484, 5.507, 5.855], [3.828, 4.845, 6.243], [4.055, 3.641, 5.269], [2.822, 3.720, 4.341], [-1.048, -1.686, 2.758], [-1.988, -1.316, 3.788], [-1.924, -2.080, 5.041], [-2.967, -0.272, 3.710], [2.899, -2.856, 5.865], [3.123, -1.071, 5.498], [3.703, -2.396, 4.269], [1.305, -2.960, 3.549], [0.679, -2.389, 5.198], [2.096, -0.385, 3.183], [0.529, -0.992, 1.588], [0.587, 0.832, 0.466], [1.367, 1.611, 1.946], [-0.897, 3.074, 2.165], [-1.272, 1.605, -0.365], [-2.342, 2.171, 0.758], [1.645, 3.740, 0.769], [0.302, 4.166, -0.478], [-0.039, 6.202, 0.676], [-0.980, 5.211, 1.896], [2.182, 5.525, 2.351], [0.971, 6.918, 2.694], [0.045, 4.193, 3.841], [0.110, 5.909, 4.666], [2.021, 6.418, 6.376], [4.559, 5.139, 7.073], [4.909, 2.878, 5.229], [2.546, 3.025, 3.468], [-1.583, -1.408, 5.689], [-3.298, -0.171, 4.635], [7.674, 5.504, 5.137], [7.277, 6.706, 5.951], [7.984, 8.003, 5.661], [6.418, 6.632, 6.811], [7.083, 4.642, 5.454], [7.479, 5.692, 4.078], [8.730, 5.282, 5.294], [7.804, 8.302, 4.626], [9.055, 7.891, 5.841], [7.597, 8.782, 6.323], [-3.394, -1.023, 0.595], [-3.792, -0.345, -0.688], [-4.801, -1.044, -1.558], [-3.313, 0.729, -1.010], [-2.662, -0.406, 1.119], [-4.269, -1.147, 1.236], [-2.943, -1.994, 0.378], [-5.739, -1.170, -1.013], [-4.412, -2.015, -1.871], [-4.991, -0.441, -2.448], [-4.363, -2.887, -6.104], [-5.041, -3.452, -4.887], [-5.033, -4.949, -4.721], [-5.575, -2.726, -4.066], [-4.446, -1.798, -6.092], [-3.304, -3.157, -6.099], [-4.846, -3.265, -7.008], [-4.005, -5.310, -4.656], [-5.546, -5.418, -5.564], [-5.558, -5.213, -3.800], [-6.142, -9.882, -7.289], [-6.122, -8.377, -7.267], [-7.449, -7.666, -7.256], [-5.073, -7.758, -7.258], [-5.116, -10.258, -7.295], [-6.648, -10.261, -6.399], [-6.649, -10.234, -8.191], [-8.013, -7.946, -6.363], [-8.014, -7.919, -8.155], [-7.281, -6.587, -7.240], [-3.550, -4.501, -11.180], [-4.230, -5.066, -9.961], [-4.223, -6.562, -9.793], [-4.764, -4.341, -9.142], [-3.633, -3.412, -11.169], [-2.492, -4.771, -11.175], [-4.033, -4.879, -12.084], [-3.195, -6.924, -9.726], [-4.737, -7.032, -10.636], [-4.749, -6.825, -8.870], [7.997, 1.956, 7.391], [9.253, 2.785, 7.378], [10.161, 2.688, 8.576], [9.525, 3.506, 6.436], [7.441, 2.126, 6.466], [8.251, 0.896, 7.457], [7.368, 2.247, 8.236], [10.511, 1.660, 8.694], [9.628, 3.011, 9.473], [11.025, 3.338, 8.428], [-1.489, 0.169, -4.560], [-1.130, -0.311, -5.942], [-1.165, 0.699, -7.058], [-0.824, -1.473, -6.149], [-1.421, -0.666, -3.858], [-0.792, 0.949, -4.245], [-2.512, 0.550, -4.552], [-0.454, 1.503, -6.854], [-2.174, 1.104, -7.162], [-0.885, 0.213, -7.995]], "spin_multiplicity": 1, "homo_ev": -7.427, "de_lowest_ev": 4.868, "lumo_ha": 0.014, "homo_lumo_gap_ev": 7.80, "total_energy_ha": -2634.013139, "max_force_ha_per_bohr": 0.1066}

---

{"formula": "C35H68BrIMgN10O", "method": "wB97M-V/def2-TZVPD", "species": ["Mg", "C", "N", "C", "C", "N", "C", "C", "N", "C", "C", "N", "C", "N", "C", "C", "N", "C", "C", "C", "C", "N", "C", "N", "C", "C", "N", "C", "C", "N", "C", "C", "H", "H", "H", "H", "H", "H", "H", "H", "H", "H", "H", "H", "H", "H", "H", "H", "H", "H", "H", "H", "H", "H", "H", "H", "H", "H", "H", "H", "H", "H", "H", "H", "H", "H", "H", "H", "H", "H", "H", "H", "H", "H", "H", "H", "H", "H", "H", "H", "C", "C", "C", "C", "C", "C", "C", "Br", "C", "O", "C", "C", "C", "C", "C", "C", "H", "H", "H", "H", "H", "H", "H", "H", "H", "H", "H", "H", "H", "H", "H", "H", "H", "H", "H", "H", "I"], "positions_angstrom": [[0.289, -0.633, 1.314], [2.517, 1.743, 0.088], [3.677, 0.883, 0.181], [4.376, 0.668, -1.069], [3.709, -0.062, 1.158], [2.625, -0.406, 1.766], [2.688, -0.947, 3.093], [1.783, -0.079, 3.960], [0.395, -0.218, 3.555], [-0.396, 0.934, 3.980], [-0.042, 2.259, 3.297], [-0.448, 2.228, 1.922], [-0.787, 3.295, 1.330], [-0.599, 4.559, 1.933], [0.746, 5.086, 1.963], [-1.622, 5.573, 1.812], [-1.348, 3.187, 0.050], [-0.640, 3.886, -0.998], [-2.787, 3.268, -0.072], [-0.136, -1.450, 4.140], [-0.961, -2.311, 3.183], [-0.212, -2.550, 1.979], [-0.286, -3.743, 1.436], [-1.214, -4.663, 1.865], [-0.905, -6.060, 2.037], [-2.633, -4.383, 1.833], [0.717, -4.178, 0.633], [1.807, -3.282, 0.346], [0.513, -5.166, -0.403], [4.978, -0.493, 1.516], [5.290, -1.882, 1.757], [6.142, 0.348, 1.351], [1.636, 1.206, -0.277], [2.771, 2.573, -0.574], [2.283, 2.122, 1.080], [3.651, 0.522, -1.870], [4.996, -0.220, -1.010], [5.003, 1.529, -1.314], [3.701, -0.904, 3.513], [2.335, -1.982, 3.114], [2.116, 0.951, 3.815], [1.916, -0.333, 5.026], [-0.288, 1.077, 5.069], [-1.447, 0.731, 3.760], [1.033, 2.461, 3.372], [-0.553, 3.074, 3.837], [1.462, 4.272, 1.878], [0.927, 5.624, 2.897], [0.918, 5.777, 1.126], [-2.600, 5.117, 1.948], [-1.606, 6.114, 0.856], [-1.475, 6.299, 2.616], [-0.862, 4.966, -1.051], [-0.924, 3.431, -1.948], [0.432, 3.752, -0.861], [-3.145, 4.306, -0.151], [-3.246, 2.796, 0.794], [-3.092, 2.727, -0.969], [-0.751, -1.216, 5.021], [0.705, -2.066, 4.477], [-1.921, -1.828, 2.988], [-1.170, -3.254, 3.708], [0.172, -6.206, 2.052], [-1.350, -6.691, 1.259], [-1.312, -6.381, 3.002], [-2.818, -3.354, 1.544], [-3.086, -4.580, 2.809], [-3.113, -5.020, 1.083], [2.180, -2.856, 1.272], [1.477, -2.463, -0.305], [2.604, -3.841, -0.146], [-0.513, -5.512, -0.419], [1.194, -6.011, -0.262], [0.699, -4.705, -1.375], [4.390, -2.485, 1.691], [5.748, -2.016, 2.744], [6.003, -2.243, 1.005], [5.835, 1.380, 1.206], [6.767, 0.039, 0.505], [6.751, 0.286, 2.259], [-4.278, 1.885, -4.699], [-4.388, 0.632, -3.818], [-4.404, -0.633, -4.692], [-5.709, 0.711, -3.046], [-3.193, 0.521, -2.885], [-3.312, 0.355, -1.518], [-2.171, 0.175, -0.766], [-2.411, -0.070, 1.106], [-0.861, 0.087, -1.251], [0.144, -0.111, -0.437], [-0.758, 0.218, -2.667], [-1.904, 0.473, -3.404], [0.557, 0.047, -3.435], [0.309, -0.347, -4.901], [1.398, -1.083, -2.834], [1.330, 1.374, -3.418], [-5.112, 1.920, -5.401], [-3.352, 1.893, -5.272], [-4.306, 2.787, -4.086], [-5.340, -0.719, -5.243], [-4.287, -1.513, -4.063], [-3.585, -0.620, -5.407], [-6.540, 0.839, -3.742], [-5.709, 1.559, -2.361], [-5.879, -0.204, -2.482], [-4.268, 0.327, -1.020], [-1.796, 0.607, -4.465], [-0.405, -1.164, -4.955], [1.241, -0.681, -5.354], [-0.055, 0.488, -5.494], [0.811, -1.997, -2.839], [1.688, -0.861, -1.811], [2.297, -1.248, -3.431], [0.754, 2.146, -3.925], [2.284, 1.265, -3.935], [1.511, 1.700, -2.399], [-1.966, -3.132, -1.381]], "spin_multiplicity": 1, "homo_ev": -5.963, "de_lowest_ev": 0.037, "lumo_ha": 0.004, "homo_lumo_gap_ev": 6.08, "total_energy_ha": -5069.130723, "max_force_ha_per_bohr": 0.0185}

---

{"formula": "C35H68N10O6", "method": "wB97M-V/def2-TZVPD", "species": ["C", "N", "C", "C", "O", "H", "H", "H", "H", "H", "H", "H", "C", "N", "C", "C", "O", "H", "H", "H", "H", "H", "H", "H", "C", "N", "C", "C", "O", "H", "H", "H", "H", "H", "H", "H", "C", "N", "C", "C", "O", "H", "H", "H", "H", "H", "H", "H", "C", "N", "C", "C", "O", "H", "H", "H", "H", "H", "H", "H", "C", "N", "C", "C", "O", "H", "H", "H", "H", "H", "H", "H", "C", "C", "C", "N", "C", "C", "H", "H", "H", "H", "H", "C", "C", "C", "C", "N", "H", "H", "H", "H", "H", "H", "H", "C", "C", "C", "C", "N", "H", "H", "H", "H", "H", "H", "H", "C", "C", "C", "C", "N", "H", "H", "H", "H", "H", "H", "H"], "positions_angstrom": [[3.112, -4.527, -0.835], [3.059, -3.251, -0.149], [3.763, -2.101, -0.710], [2.359, -3.070, 1.025], [2.258, -1.980, 1.675], [4.135, -4.873, -0.986], [2.614, -4.346, -1.788], [2.537, -5.316, -0.352], [3.275, -1.733, -1.613], [3.927, -1.280, -0.011], [4.757, -2.415, -1.028], [1.715, -3.924, 1.285], [5.457, -1.246, -4.570], [5.953, -0.678, -3.266], [5.562, 0.684, -3.020], [6.780, -1.339, -2.454], [7.286, -0.893, -1.428], [5.767, -2.281, -4.714], [5.923, -0.647, -5.352], [4.379, -1.120, -4.670], [5.647, 0.961, -1.969], [5.907, 1.448, -3.716], [4.503, 0.781, -3.259], [6.985, -2.354, -2.828], [-1.460, -3.046, -2.087], [-0.271, -3.267, -2.973], [-0.338, -4.559, -3.654], [0.722, -2.362, -3.135], [1.745, -2.476, -3.829], [-2.376, -2.891, -2.656], [-1.302, -2.296, -1.311], [-1.677, -3.971, -1.554], [-0.861, -5.348, -3.114], [-1.026, -4.468, -4.495], [0.573, -5.127, -3.847], [0.506, -1.410, -2.626], [-4.939, -1.259, 3.810], [-4.732, -2.385, 2.879], [-4.167, -2.089, 1.507], [-5.141, -3.635, 3.214], [-5.467, -3.987, 4.339], [-4.991, -1.587, 4.849], [-5.754, -0.586, 3.544], [-3.992, -0.720, 3.782], [-4.309, -2.890, 0.781], [-4.640, -1.203, 1.084], [-3.112, -1.824, 1.561], [-5.044, -4.397, 2.425], [-4.277, 3.875, 1.391], [-3.286, 3.008, 2.042], [-3.730, 1.594, 2.244], [-2.186, 3.500, 2.505], [-1.394, 2.966, 3.265], [-4.705, 3.443, 0.486], [-4.064, 4.943, 1.325], [-5.120, 3.815, 2.078], [-4.664, 1.534, 2.802], [-3.804, 1.019, 1.320], [-3.036, 1.051, 2.886], [-2.010, 4.546, 2.212], [-3.449, 0.527, -5.457], [-2.296, 1.180, -4.961], [-1.703, 2.277, -5.741], [-1.644, 0.792, -3.870], [-2.009, -0.100, -3.117], [-3.883, -0.196, -4.766], [-3.128, 0.034, -6.374], [-4.085, 1.399, -5.607], [-0.743, 2.649, -5.383], [-1.502, 1.842, -6.720], [-2.312, 3.116, -6.078], [-0.679, 1.317, -3.797], [-1.278, -1.329, 5.099], [-1.798, -2.205, 6.050], [-1.897, -3.522, 5.624], [-1.429, -3.947, 4.439], [-0.822, -3.114, 3.638], [-0.735, -1.761, 3.862], [-1.159, -0.285, 5.346], [-2.211, -1.879, 6.993], [-2.426, -4.277, 6.186], [-0.306, -3.497, 2.770], [-0.106, -1.119, 3.263], [3.009, 0.903, 6.529], [1.697, 0.917, 5.693], [1.899, 0.872, 4.173], [2.879, 1.884, 3.632], [3.597, 2.681, 3.232], [3.326, -0.138, 6.574], [2.989, 1.222, 7.571], [3.780, 1.508, 6.050], [0.994, 1.677, 6.034], [1.197, 0.005, 6.020], [0.905, 1.196, 3.864], [2.145, -0.097, 3.739], [-0.349, 4.773, -1.298], [-0.585, 5.273, -2.751], [0.741, 5.776, -3.407], [1.391, 6.857, -2.648], [1.881, 7.748, -2.064], [0.159, 5.513, -0.681], [0.309, 3.905, -1.337], [-1.260, 4.608, -0.722], [-1.179, 6.184, -2.688], [-1.061, 4.499, -3.352], [0.456, 6.155, -4.388], [1.487, 5.009, -3.617], [-0.741, 0.927, -0.170], [0.591, 0.378, 0.341], [1.785, 1.127, -0.236], [1.697, 1.432, -1.700], [1.673, 1.590, -2.858], [-0.776, 1.116, -1.243], [-0.840, 1.925, 0.257], [-1.540, 0.234, 0.094], [0.691, -0.663, 0.036], [0.676, 0.505, 1.420], [2.674, 0.517, -0.075], [1.973, 2.077, 0.263]], "spin_multiplicity": 1, "homo_ev": -9.181, "lumo_ha": 0.005, "homo_lumo_gap_ev": 9.32, "total_energy_ha": -2373.307265, "max_force_ha_per_bohr": 0.0775}